Run a
C21H27CoN4O2Si as an isolated structure, computed with wB97M-V/def2-TZVPD.

Last column: Löwdin charge in e.
Cartesian coordinates (Å):
Co 0.13 0.02 0.41  0.65
C -2.81 -2.54 2.23  -0.04
C -2.22 -1.40 1.43  -0.49
O -1.00 -1.14 1.65  -0.09
C -3.06 -0.68 0.58  -0.07
C -2.71 0.57 0.01  -0.34
C -3.83 1.48 -0.45  -0.05
N -1.49 0.99 -0.03  -0.04
N -1.30 2.37 -0.24  0.08
C -0.16 2.70 0.27  -0.46
O 0.67 1.88 0.83  -0.12
C 0.21 4.15 0.23  -0.13
C 1.45 4.55 0.72  -0.03
C 1.82 5.89 0.71  -0.10
C 0.95 6.84 0.20  -0.12
C -0.29 6.45 -0.29  -0.10
C -0.66 5.11 -0.27  -0.04
H -2.09 -3.35 2.29  0.06
H -3.74 -2.91 1.80  0.07
H -3.01 -2.19 3.25  0.08
H -4.09 -1.00 0.50  0.09
H -4.71 0.88 -0.70  0.07
H -3.52 2.07 -1.31  0.06
H -4.09 2.18 0.34  0.08
H 2.11 3.79 1.12  0.10
H 2.79 6.19 1.09  0.09
H 1.23 7.89 0.18  0.09
H -0.98 7.19 -0.68  0.09
H -1.62 4.79 -0.65  0.10
C 3.54 0.90 1.54  -0.03
C 3.24 -0.45 0.94  -0.32
C 4.16 -1.48 1.01  -0.08
C 3.81 -2.72 0.44  -0.10
C 2.62 -2.89 -0.20  -0.04
C 1.72 -1.79 -0.28  -0.42
N 2.06 -0.60 0.32  0.07
N 0.51 -1.75 -0.84  -0.05
Si -0.30 -3.06 -1.55  0.36
C -1.90 -2.46 -2.31  -0.17
C 0.66 -3.83 -2.97  -0.19
C -0.66 -4.44 -0.33  -0.17
H 4.57 1.18 1.32  0.07
H 3.42 0.87 2.63  0.09
H 2.85 1.64 1.15  0.04
H 5.11 -1.33 1.49  0.09
H 4.51 -3.55 0.51  0.10
H 2.35 -3.84 -0.64  0.08
H -1.68 -1.84 -3.18  0.03
H -2.47 -1.86 -1.60  0.00
H -2.51 -3.31 -2.63  0.02
H 1.07 -3.05 -3.63  0.03
H 0.01 -4.48 -3.57  0.02
H 1.50 -4.44 -2.63  0.01
H -0.69 -4.04 0.68  0.01
H 0.12 -5.21 -0.36  0.02
H -1.62 -4.93 -0.53  0.02

Summary:
total charge = -1
HOMO level (spin up / spin down) = -0.142 / -0.143 hartree
HOMO-LUMO gap (spin up / spin down) = 6.9464 / 6.9564 eV
2S+1 = 2
lowest unoccupied orbital energy (spin up / spin down) = 3.071 / 3.070 eV

=====

Run b
C21H27CoN4O2Si as an isolated structure, computed with wB97M-V/def2-TZVPD.

Last column: Löwdin charge in e.
Cartesian coordinates (Å):
Co -0.31 -0.08 0.39  0.58
C -2.50 1.55 3.60  -0.03
C -1.68 1.49 2.32  -0.46
O -1.20 0.34 2.05  -0.10
C -1.54 2.65 1.58  -0.05
C -0.78 2.76 0.38  -0.33
C -0.64 4.11 -0.27  -0.05
N -0.20 1.73 -0.16  -0.05
N 0.56 1.95 -1.31  0.08
C 1.06 0.81 -1.70  -0.46
O 0.88 -0.32 -1.10  -0.10
C 1.94 0.82 -2.91  -0.14
C 2.48 -0.38 -3.36  -0.03
C 3.30 -0.40 -4.48  -0.10
C 3.58 0.78 -5.16  -0.12
C 3.05 1.98 -4.71  -0.10
C 2.23 2.00 -3.59  -0.04
H -2.26 0.69 4.22  0.07
H -3.57 1.52 3.35  0.08
H -2.31 2.47 4.16  0.07
H -2.01 3.55 1.95  0.09
H -1.23 4.86 0.27  0.06
H -0.96 4.07 -1.31  0.07
H 0.41 4.42 -0.28  0.07
H 2.24 -1.28 -2.82  0.11
H 3.71 -1.34 -4.83  0.09
H 4.22 0.76 -6.04  0.09
H 3.27 2.90 -5.23  0.09
H 1.80 2.92 -3.22  0.10
C -3.79 0.33 -1.54  -0.03
C -3.41 -0.98 -0.91  -0.34
C -4.28 -2.07 -0.90  -0.08
C -3.85 -3.24 -0.29  -0.11
C -2.60 -3.31 0.30  -0.04
C -1.77 -2.17 0.26  -0.41
N -2.21 -1.04 -0.36  0.12
N -0.54 -2.03 0.78  -0.09
Si 0.30 -3.00 1.90  0.37
C 0.78 -4.68 1.21  -0.18
C 1.87 -2.08 2.33  -0.18
C -0.69 -3.28 3.47  -0.17
H -4.11 0.19 -2.58  0.07
H -2.94 1.01 -1.51  0.07
H -4.62 0.79 -1.00  0.07
H -5.26 -1.99 -1.36  0.09
H -4.50 -4.11 -0.26  0.09
H -2.26 -4.22 0.77  0.08
H 1.35 -4.56 0.28  0.02
H -0.09 -5.30 0.98  0.01
H 1.40 -5.24 1.92  0.02
H 2.47 -1.90 1.44  0.03
H 2.47 -2.64 3.06  0.02
H 1.63 -1.11 2.77  0.02
H -1.64 -3.78 3.26  0.02
H -0.92 -2.32 3.93  0.02
H -0.14 -3.89 4.20  0.02

Summary:
total charge = -1
HOMO level (spin up / spin down) = -0.144 / -0.146 hartree
HOMO-LUMO gap (spin up / spin down) = 7.0020 / 7.0628 eV
2S+1 = 2
lowest unoccupied orbital energy (spin up / spin down) = 3.095 / 3.092 eV

=====

Which of them is the most stable, and which is the least stable? run b and run a, in that order.

=====

Run a
One molecule with the formula ClH2NO, computed with wB97M-V/def2-TZVPD.

Last column: Löwdin charge in e.
Cartesian coordinates (Å):
O -0.29 -1.63 0.20  -0.05
N 0.04 -0.43 0.13  -0.29
Cl 1.64 0.31 1.34  0.17
H 0.50 0.04 -0.52  0.01
H -0.72 0.23 0.50  0.16

Summary:
HOMO level = -0.391 hartree
HOMO-LUMO gap = 9.1863 eV
2S+1 = 1
lowest unoccupied orbital energy = -1.440 eV

=====

Run b
ClH2NO as an isolated structure, computed with wB97M-V/def2-TZVPD.

Last column: Löwdin charge in e.
Cartesian coordinates (Å):
N -0.21 -0.16 -0.22  -0.19
O -0.46 -1.42 -0.22  -0.04
Cl 1.16 0.91 1.25  0.04
H 0.53 0.23 -0.79  0.06
H -1.02 0.43 -0.02  0.12

Summary:
HOMO level (spin up / spin down) = -0.386 / -0.388 hartree
HOMO-LUMO gap (spin up / spin down) = 8.2427 / 8.4687 eV
2S+1 = 1
lowest unoccupied orbital energy (spin up / spin down) = -2.266 / -2.077 eV

=====

Which of them is the most stable, and which is the least stable? run b and run a, in that order.

=====

Run a
C12H10BrF3IrO2 as an isolated structure, computed with wB97M-V/def2-TZVPD.

Last column: Löwdin charge in e.
Cartesian coordinates (Å):
C -1.93 -0.45 -0.69  -0.23
C -2.21 -0.87 0.66  -0.19
C -2.04 0.25 1.53  -0.19
H -2.54 -1.87 0.98  0.13
C -1.65 1.38 0.74  -0.22
C -1.58 0.96 -0.64  -0.27
H -1.38 1.62 -1.48  0.09
H -2.01 -1.08 -1.57  0.11
H -2.21 0.28 2.62  0.13
H -1.45 2.38 1.14  0.13
Ir -0.14 -0.11 0.40  1.31
Br 1.88 1.06 0.24  0.41
C 1.76 0.83 -2.40  -0.29
C 0.70 1.62 -2.96  -0.15
C -0.26 0.75 -3.50  -0.12
H 0.71 2.71 -3.04  0.10
C 0.17 -0.60 -3.26  -0.12
C 1.40 -0.55 -2.58  -0.16
H 2.04 -1.39 -2.33  0.10
H 2.74 1.22 -2.13  0.05
H -1.13 1.04 -4.10  0.11
H -0.32 -1.49 -3.66  0.10
F 2.14 -0.34 5.01  0.13
C 1.71 -1.35 4.21  -0.48
F 2.79 -2.04 3.79  0.13
F 0.93 -2.17 4.97  0.13
C 0.84 -0.74 2.99  -0.53
O 0.24 0.31 3.24  0.01
O 0.80 -1.35 1.84  -0.23

Summary:
HOMO level (spin up / spin down) = -0.243 / -0.313 hartree
HOMO-LUMO gap (spin up / spin down) = 7.0462 / 5.5976 eV
2S+1 = 6
lowest unoccupied orbital energy (spin up / spin down) = 0.425 / -2.915 eV

=====

Run b
C12H10BrF3IrO2 as an isolated structure, computed with wB97M-V/def2-TZVPD.

Last column: Löwdin charge in e.
Cartesian coordinates (Å):
C -2.10 -0.45 -0.53  -0.19
C -2.28 -0.92 0.82  -0.20
C -2.04 0.20 1.69  -0.22
H -2.61 -1.91 1.11  0.12
C -1.63 1.35 0.88  -0.25
C -1.72 0.93 -0.50  -0.22
H -1.58 1.57 -1.36  0.10
H -2.30 -1.04 -1.42  0.11
H -2.13 0.22 2.76  0.11
H -1.35 2.32 1.28  0.12
Ir -0.21 -0.18 0.66  1.25
Br 1.81 1.00 0.29  0.29
C 1.89 0.88 -2.69  -0.20
C 0.82 1.68 -3.21  -0.13
C -0.15 0.80 -3.78  -0.10
H 0.79 2.77 -3.21  0.09
C 0.30 -0.55 -3.57  -0.10
C 1.54 -0.50 -2.88  -0.13
H 2.17 -1.35 -2.60  0.10
H 2.83 1.26 -2.30  0.07
H -1.04 1.10 -4.34  0.10
H -0.21 -1.45 -3.94  0.10
F 2.03 -0.25 5.12  0.13
C 1.65 -1.32 4.36  -0.46
F 2.75 -2.01 3.95  0.13
F 0.88 -2.15 5.12  0.13
C 0.82 -0.80 3.10  -0.54
O 0.32 0.33 3.15  -0.02
O 0.76 -1.54 2.04  -0.18

Summary:
HOMO level (spin up / spin down) = -0.243 / -0.305 hartree
HOMO-LUMO gap (spin up / spin down) = 7.0401 / 5.5200 eV
2S+1 = 6
lowest unoccupied orbital energy (spin up / spin down) = 0.426 / -2.787 eV

=====

Which of them is the most stable, and which is the least stable? run b and run a, in that order.

=====

Run a
H4INP2 as an isolated structure, computed with wB97M-V/def2-TZVPD.

Last column: Löwdin charge in e.
Cartesian coordinates (Å):
N 1.25 -1.51 0.95  -0.28
P -1.45 0.08 0.34  0.44
P 0.58 -0.44 -0.09  0.32
I 1.02 2.30 -1.46  -0.16
H 0.57 -1.61 1.69  -0.07
H -1.13 1.45 0.97  -0.09
H -1.75 0.61 -1.06  -0.10
H 0.89 -0.89 -1.35  -0.07

Summary:
HOMO level (spin up / spin down) = -0.326 / -0.326 hartree
HOMO-LUMO gap (spin up / spin down) = 6.7158 / 6.7148 eV
2S+1 = 1
lowest unoccupied orbital energy (spin up / spin down) = -2.162 / -2.162 eV

=====

Run b
A 2-piece molecular cluster, H4INP2 overall, computed with wB97M-V/def2-TZVPD.

Last column: Löwdin charge in e.
Cartesian coordinates (Å):
N 2.15 -0.32 1.17  -0.66
P -0.65 -0.78 -0.32  0.34
P -0.12 1.22 0.15  0.38
I 3.86 -0.05 0.22  0.63
H 2.14 0.26 2.01  -0.11
H -1.69 -0.88 0.61  -0.18
H -1.54 -0.49 -1.36  -0.18
H 0.59 1.37 -1.05  -0.22

Summary:
HOMO level (spin up / spin down) = -0.335 / -0.298 hartree
HOMO-LUMO gap (spin up / spin down) = 7.9444 / 6.8607 eV
2S+1 = 1
lowest unoccupied orbital energy (spin up / spin down) = -1.167 / -1.241 eV

=====

Which of them is the most stable, and which is the least stable? run a and run b, in that order.